No. 1
The following is a DFT calculation (wB97M-V/def2-TZVPD) of a cluster of 10 separate species, C65H125N5O20 in total.

## Properties
SMILES	CC1(C)CCCC(C)(C)N1O.CC1(C)CCCC(C)(C)N1O.CC1(C)CCCC(C)(C)N1O.CC1(C)CCCC(C)(C)N1O.CC1(C)CCCC(C)(C)N1O.C[C@H]1COC(=O)O1.C[C@H]1COC(=O)O1.C[C@H]1COC(=O)O1.C[C@H]1COC(=O)O1.C[C@H]1COC(=O)O1
DFT total energy	-4330.08550	hartree
energy relative to the best compared isomer or geometry (same formula, charge and spin)	1.5	kcal per mole
gap between HOMO and LUMO	8.3	eV

XYZ file:
```
215
Properties=species:S:1:pos:R:3:mulliken_charge:R:1
C 3.06 2.31 -2.93 -1.3041
C 4.00 1.46 -3.77 0.9345
C 4.52 2.21 -5.00 -0.0116
O 5.95 2.17 -4.87 -0.4016
C 6.27 1.47 -3.77 0.2247
O 7.37 1.30 -3.33 -0.5048
O 5.18 1.10 -3.08 0.1794
H 2.19 2.50 -3.56 0.5639
H 3.50 3.26 -2.66 0.5370
H 2.77 1.74 -2.05 -0.3553
H 3.62 0.51 -4.15 -0.1536
H 4.24 3.27 -4.93 0.2661
H 4.05 1.94 -5.95 0.0912
C 1.99 0.89 0.55 -1.6872
C 0.70 0.97 -0.30 1.6617
C 0.25 -0.44 -0.68 -0.1803
O -0.44 -0.86 0.52 -0.2870
C -0.96 0.25 1.09 0.8566
O -1.91 0.35 1.80 -0.6354
O -0.29 1.33 0.67 -0.4509
H 1.79 0.37 1.48 0.4847
H 2.33 1.91 0.73 0.5161
H 2.78 0.36 0.01 -0.1082
H 0.64 1.55 -1.21 -0.2060
H 1.01 -1.16 -0.95 0.0839
H -0.56 -0.40 -1.42 -0.2011
C 6.85 -2.19 -2.21 -0.9352
C 5.54 -2.78 -1.77 0.1363
C 4.79 -1.95 -0.72 0.3369
O 3.54 -1.61 -1.35 0.1973
C 3.55 -2.04 -2.60 0.3301
O 2.64 -1.86 -3.38 -0.5064
O 4.64 -2.73 -2.90 -0.4325
H 6.65 -1.18 -2.57 -0.0296
H 7.28 -2.84 -2.97 0.4434
H 7.56 -2.11 -1.38 0.3184
H 5.58 -3.84 -1.52 0.3394
H 5.38 -1.05 -0.50 -0.4885
H 4.66 -2.42 0.26 0.4058
C -1.63 2.96 -2.19 -0.7691
C -1.91 4.19 -3.07 0.8075
C -3.10 4.97 -2.55 -0.4604
O -2.75 6.33 -2.77 -0.3482
C -1.40 6.38 -2.95 0.4779
O -0.73 7.36 -3.02 -0.5515
O -0.88 5.14 -3.00 -0.2840
H -1.63 3.16 -1.12 0.6957
H -0.58 2.76 -2.39 -0.5628
H -2.26 2.12 -2.46 0.4102
H -2.13 3.85 -4.08 -0.1454
H -3.40 4.75 -1.52 0.2617
H -4.02 4.66 -3.06 0.3851
C -2.13 -0.77 4.93 -0.9321
C -1.36 -1.04 6.22 0.6291
C -2.02 -0.49 7.54 -0.2514
O -2.32 -1.71 8.22 -0.3919
C -1.76 -2.77 7.62 0.5610
O -1.81 -3.89 8.05 -0.5750
O -1.24 -2.43 6.45 -0.4199
H -2.06 0.24 4.53 0.1227
H -3.18 -0.96 5.17 0.3647
H -1.70 -1.43 4.18 0.3125
H -0.37 -0.59 6.17 0.0811
H -2.93 0.01 7.21 0.2536
H -1.41 0.13 8.19 0.1772
C -8.42 -3.02 1.95 -1.7909
C -7.48 -3.80 2.89 1.2112
C -7.18 -5.14 2.22 -0.7999
C -5.98 -5.87 2.80 -0.9004
C -4.75 -4.97 2.72 -0.5310
C -4.93 -3.55 3.28 2.3300
N -6.24 -3.03 2.95 0.9444
O -6.46 -1.74 3.52 -0.5798
C -4.59 -3.53 4.78 -2.1753
C -3.86 -2.71 2.55 -1.8468
C -8.15 -4.08 4.24 -1.6965
H -8.65 -2.02 2.30 0.4147
H -9.40 -3.50 1.88 0.4047
H -7.98 -2.94 0.95 0.1682
H -8.05 -5.80 2.21 0.5268
H -7.02 -4.94 1.16 -0.0675
H -5.80 -6.79 2.24 0.5083
H -6.15 -6.22 3.82 0.4398
H -4.34 -5.03 1.71 -0.4618
H -3.97 -5.36 3.37 0.5328
H -4.92 -2.64 5.31 0.3774
H -5.20 -4.31 5.24 0.4133
H -3.54 -3.73 5.02 0.4220
H -4.18 -2.50 1.53 -0.1186
H -3.66 -1.78 3.07 0.3109
H -2.91 -3.23 2.43 0.4194
H -8.51 -3.15 4.69 0.3877
H -7.43 -4.46 4.97 0.3128
H -8.98 -4.78 4.14 0.3721
H -6.31 -1.15 2.77 0.3448
C 1.51 4.07 4.41 -1.6875
C 0.86 2.80 5.05 2.1500
C 1.20 2.77 6.56 -1.3294
C 0.41 3.72 7.45 -0.9264
C -1.07 3.43 7.24 -0.5072
C -1.48 3.51 5.77 1.3647
N -0.60 2.70 4.92 1.0916
O -0.96 2.85 3.56 -0.4499
C -2.93 3.09 5.62 -1.6400
C -1.42 5.00 5.34 -1.8887
C 1.45 1.54 4.42 -2.1198
H 0.75 4.53 3.78 0.3853
H 2.37 3.79 3.81 0.3549
H 1.82 4.82 5.14 0.2855
H 1.14 1.74 6.93 0.3615
H 2.28 2.83 6.70 0.4252
H 0.76 4.75 7.37 0.3430
H 0.66 3.39 8.47 0.5032
H -1.77 3.95 7.90 0.5116
H -1.11 2.38 7.55 -0.3505
H -3.11 2.15 6.16 0.1596
H -3.71 3.77 5.96 0.4226
H -3.19 2.82 4.59 0.3482
H -1.73 5.20 4.32 0.2760
H -2.03 5.61 5.99 0.4434
H -0.39 5.33 5.51 0.4484
H 0.94 0.67 4.83 0.0422
H 2.50 1.41 4.70 0.5910
H 1.25 1.47 3.35 0.3098
H -1.25 1.96 3.32 0.1681
C 5.64 1.72 1.55 -1.7880
C 6.92 2.42 1.07 1.6814
C 7.41 3.18 2.34 -1.2019
C 8.86 3.67 2.23 -0.8723
C 9.81 2.50 1.91 -1.0527
C 9.38 1.82 0.60 1.4245
N 7.95 1.52 0.65 0.0030
O 7.50 0.45 -0.18 -0.1559
C 9.79 2.61 -0.64 -1.4915
C 10.08 0.44 0.60 -1.9636
C 6.57 3.46 0.00 -1.2947
H 4.89 2.45 1.84 0.4389
H 5.77 1.07 2.42 0.5025
H 5.19 1.07 0.80 0.0044
H 6.82 4.08 2.49 0.4386
H 7.38 2.48 3.17 0.4070
H 9.12 4.19 3.16 0.3998
H 8.98 4.45 1.47 0.3447
H 9.72 1.76 2.71 0.3773
H 10.80 2.93 1.80 0.4308
H 10.85 2.65 -0.89 0.4669
H 9.24 2.19 -1.49 0.2439
H 9.45 3.65 -0.62 0.2989
H 11.15 0.59 0.77 0.4462
H 9.66 -0.19 1.38 0.4146
H 9.97 -0.07 -0.36 0.3463
H 7.39 4.10 -0.31 0.2713
H 5.77 4.16 0.25 0.4489
H 6.22 2.92 -0.89 0.0104
H 7.36 0.98 -0.99 0.3586
C -1.61 3.54 -7.02 -2.0858
C -1.05 2.11 -7.19 1.6661
C 0.43 2.32 -7.61 -1.6329
C 1.35 1.11 -7.37 -1.2852
C 1.14 0.60 -5.96 -0.5453
C -0.30 0.26 -5.61 2.0544
N -1.18 1.37 -5.93 0.9946
O -2.46 1.38 -5.39 -0.4001
C -0.67 -1.07 -6.29 -1.9403
C -0.32 0.00 -4.10 -1.3558
C -1.78 1.35 -8.32 -1.4723
H -1.44 4.14 -7.91 0.5146
H -1.17 3.97 -6.12 0.3730
H -2.68 3.51 -6.81 0.3920
H 0.46 2.77 -8.60 0.5183
H 0.91 3.09 -6.99 0.3884
H 2.41 1.27 -7.57 0.4740
H 1.08 0.42 -8.18 0.4314
H 1.55 1.33 -5.26 -0.5326
H 1.67 -0.33 -5.73 0.7330
H -0.09 -1.91 -5.91 0.3795
H -1.73 -1.27 -6.16 0.3205
H -0.48 -1.00 -7.37 0.3945
H -1.32 -0.13 -3.68 0.2508
H 0.41 -0.73 -3.77 0.5347
H 0.09 0.90 -3.63 -0.3553
H -1.00 0.82 -8.88 0.3658
H -2.16 1.99 -9.11 0.4835
H -2.54 0.63 -8.02 0.1024
H -2.99 0.79 -5.96 0.3016
C -5.12 -6.06 -1.65 -1.1473
C -5.12 -4.89 -2.67 1.7100
C -5.69 -3.62 -2.06 -1.7687
C -4.80 -2.97 -0.98 1.2073
C -3.39 -2.76 -1.47 -0.8171
C -2.78 -3.96 -2.30 1.5818
N -3.80 -4.52 -3.16 0.5377
O -3.26 -5.36 -4.17 -0.4804
C -1.65 -3.29 -3.09 -2.0614
C -2.15 -4.94 -1.30 -1.4333
C -6.02 -5.24 -3.84 -2.1283
H -5.09 -5.61 -0.66 -0.0699
H -4.23 -6.68 -1.72 0.2420
H -6.04 -6.65 -1.72 0.3710
H -5.87 -2.84 -2.79 0.4570
H -6.62 -3.89 -1.54 0.2637
H -4.74 -3.66 -0.14 -1.1789
H -5.30 -2.04 -0.72 0.7073
H -2.75 -2.55 -0.61 0.2064
H -3.31 -1.90 -2.15 0.2630
H -1.18 -2.65 -2.34 0.0346
H -0.89 -3.97 -3.47 0.4702
H -2.11 -2.70 -3.88 0.6040
H -1.20 -4.67 -0.83 0.3593
H -2.83 -5.09 -0.45 0.2620
H -2.06 -5.97 -1.67 0.3587
H -7.08 -5.29 -3.57 0.4551
H -5.91 -6.27 -4.19 0.3975
H -5.87 -4.55 -4.67 0.4250
H -3.42 -4.84 -4.96 0.3293
```

=====

No. 2
The following is a DFT calculation (wB97M-V/def2-TZVPD) of a cluster of 2 separate species, C6H11ClS in total.

## Properties
SMILES	C=C(SC)C1CC1.Cl
DFT total energy	-1093.49988	hartree
energy relative to the best compared isomer or geometry (same formula, charge and spin)	47.6	kcal per mole
gap between HOMO and LUMO	9.0	eV

XYZ file:
```
19
Properties=species:S:1:pos:R:3:mulliken_charge:R:1
C -0.91 2.02 -0.13 -0.4026
C 0.57 2.45 -0.22 -0.6932
C 0.09 1.02 -0.65 -0.4460
C 0.94 -0.10 1.32 -1.1620
C 1.49 -2.68 -0.07 -1.0088
C 0.51 -0.14 0.07 0.8195
S 0.55 -1.49 -1.04 -0.0179
Cl -4.25 -1.52 -0.86 -0.2350
H -1.20 2.10 0.95 0.2532
H -1.78 2.36 -0.83 0.2234
H 0.97 3.13 -0.97 0.2617
H 1.00 2.59 0.81 0.1758
H 0.27 0.80 -1.73 0.4367
H -5.47 -1.41 -0.48 0.2361
H 1.09 0.81 1.91 0.1836
H 1.21 -1.01 1.70 0.3607
H 2.42 -2.31 0.24 0.3807
H 1.51 -3.44 -0.85 0.3351
H 0.98 -3.16 0.83 0.2992
```

=====

No. 3
The following is a DFT calculation (wB97M-V/def2-TZVPD) of a cluster of 3 separate species, C4H10O3 in total.

## Properties
DFT total energy	-384.03370	hartree
energy relative to the best compared isomer or geometry (same formula, charge and spin)	26.0	kcal per mole
charge	-1
spin multiplicity	2
gap between HOMO and LUMO (spin up / spin down)	2.7 / 6.1	eV

XYZ file:
```
17
Properties=species:S:1:pos:R:3:mulliken_charge:R:1
C -0.06 0.00 2.48 -1.0273
C 0.54 1.05 1.91 -0.0774
C 0.56 1.44 0.50 -0.5993
C -0.32 1.00 -0.38 -0.7964
O -0.28 1.36 -1.69 -0.3444
H 0.08 -0.36 3.50 0.1639
H -0.77 -0.70 2.00 0.2998
H 1.26 1.60 2.52 0.2526
H 1.26 2.19 0.28 0.3362
H -0.92 0.14 -0.26 0.6153
H -0.60 0.59 -2.29 0.3330
H -0.49 -1.41 -2.04 0.3640
H -1.95 -1.82 -2.57 0.2544
O -1.41 -1.09 -2.23 -0.5918
H 0.69 -1.33 0.14 0.2970
H 1.44 -0.95 -1.19 0.3735
O 0.97 -1.70 -0.70 -0.8529
```

=====

For the records above, the corresponding max |F| values read 2.427, 2.818, 3.919 eV Å⁻¹.